Entry 1:
C22H25F2N3O5S as an isolated structure at a distorted geometry, computed with ωB97M-V/def2-TZVPD.

```
58
Properties=species:S:1:pos:R:3:forces:R:3:nbo_charge:R:1
C -2.815604 -4.328295 -0.064927 3.1423 -2.8451 -2.3453 -0.223
O -3.986551 -4.178011 0.431467 -6.4275 2.5811 2.7916 -0.539
C -4.934496 -3.459182 -0.418510 -4.1001 -7.2306 3.7812 -0.073
C -4.717265 -2.123984 -0.767429 -6.0101 2.1199 4.2552 -0.454
H -5.582295 -1.848278 -1.455900 0.8940 0.2712 1.2538 0.230
H -3.938990 -2.141139 -1.321926 5.8981 1.1198 -3.3816 0.212
C -4.594610 -1.400954 0.692610 9.8951 0.9909 -9.1699 -0.150
N -3.930433 0.030269 0.107548 -0.2326 -2.3055 1.2387 -0.590
C -2.637500 0.158496 -0.071923 3.0400 -1.8782 1.8991 0.682
O -1.765270 -0.856128 0.147657 -4.5364 4.2343 -1.2280 -0.726
C -2.150439 1.665390 -0.336493 3.7408 -7.4372 0.3544 -0.427
C -0.835984 1.693507 -0.623007 0.5202 -8.4276 3.0223 0.334
N -0.015342 2.518011 -1.012649 -0.0407 11.6174 -0.8326 -0.471
C 1.354764 2.622050 -0.980654 0.4658 -7.6065 0.1372 0.711
O 2.068291 3.407639 -1.491184 0.6532 1.7349 0.2181 -0.523
C 1.645401 1.123034 -0.565038 5.9851 -0.9937 -0.8975 -0.330
C 3.060484 0.664639 -0.656021 -6.4688 10.8252 -1.8402 -0.140
C 3.717896 -0.426849 -0.297463 8.1782 6.2963 -1.7846 -0.173
C 5.245852 -0.135568 -0.279415 -6.8027 -13.0106 4.4769 -0.087
C 5.908637 -1.262628 0.259827 1.6351 2.1257 -3.4343 -0.207
C 5.322104 -2.561325 0.244583 -0.1435 -0.3825 3.7209 -0.210
C 3.887974 -2.635143 0.312600 3.4975 -4.7635 -1.1855 -0.177
C 3.202076 -1.543012 -0.142701 -3.6041 -9.1177 2.4893 0.247
O 1.781955 -1.738544 -0.268584 11.4853 13.1415 -3.4607 -0.434
C 1.125135 -2.624935 -0.163726 -7.5795 -16.3671 6.5846 0.839
F 1.460082 -3.963978 -0.542903 -0.5616 2.0618 -2.4594 -0.367
F 1.402604 -3.198569 1.383972 -0.8903 1.5665 -0.1149 -0.578
H 0.095478 -2.399164 -0.068619 -1.4423 -0.6400 -0.7129 0.189
H 3.497671 -3.746430 0.403696 0.3125 2.9839 -0.0127 0.293
H 6.013171 -3.440381 0.685767 -1.9446 1.9366 -1.4489 0.237
H 7.011914 -1.060884 0.219125 -0.8364 -1.0035 0.6866 0.218
H 5.553974 0.705639 -0.486891 3.1682 8.3756 -1.8888 0.180
H 3.695454 1.701416 -0.964852 -1.5581 -3.1181 0.9080 0.226
S 0.274001 0.090958 -0.292704 -1.6317 3.7836 -0.1055 0.397
C -0.615674 3.971623 -0.994239 7.9986 2.4762 2.7969 -0.209
C -0.822271 4.848351 0.417880 -1.4302 -9.5943 -2.6971 -0.444
C 0.360149 4.507331 1.157343 -10.0230 -1.8145 12.4971 -0.027
O 0.579652 3.190710 2.001028 5.0423 3.0335 -9.7840 -0.531
C -0.285239 2.735738 2.764686 -6.8205 1.2363 7.3459 -0.229
H -0.037976 1.814839 3.079406 0.7695 -3.9407 0.4476 0.196
H -0.123740 3.243553 3.804510 -0.9310 0.0246 -0.7405 0.114
H -1.453241 2.714519 2.666026 1.8525 0.3824 -0.8950 0.159
H 1.149055 4.776751 0.850034 11.1873 2.9951 -4.1900 0.152
H 0.129764 4.995840 2.238898 1.0265 0.6315 -2.4144 0.191
H -1.188960 5.766109 0.175183 -0.5081 2.6420 -0.2185 0.254
H -1.587317 4.113572 0.812152 -0.0881 1.7907 0.4196 0.237
H 0.268070 4.517103 -1.465648 -1.6936 -0.4475 -0.0924 0.225
H -1.359564 3.878985 -1.564748 -6.0173 0.1328 -4.4988 0.178
C -3.013603 2.564518 -0.643510 -11.8510 9.1615 -0.0211 0.236
N -4.029612 3.297832 -0.615337 6.6093 -4.6009 -0.7263 -0.352
H -4.487910 0.833215 -0.042246 -0.7482 0.8107 -0.0560 0.411
H -5.404803 -1.067564 1.031253 -6.4961 1.7395 3.7930 0.192
H -3.615114 -1.764291 1.057168 -1.4243 -0.2916 1.1987 0.284
H -5.959378 -3.682380 0.275541 2.4294 1.1303 -1.8584 0.178
H -5.100337 -4.190513 -1.208196 0.0516 0.3167 -0.8497 0.190
H -2.258746 -4.870953 0.735946 0.3293 0.0272 -1.3671 0.206
H -2.367008 -3.434218 -0.327270 1.6402 2.1443 -0.2060 0.151
H -3.020913 -4.806987 -1.076224 1.3946 -0.6248 0.6018 0.125
```
Positions in Å, forces in eV/Å.

Output
Highest occupied orbital energy in eV: -7.81
Gap between HOMO and LUMO in eV: 6.502
ΔE to the lowest compared entry with this formula, charge and spin in eV: 22.204


Entry 2:
A 3-piece molecular cluster, C27H53BN3O6 overall at a distorted geometry, computed with ωB97M-V/def2-TZVPD.

```
90
Properties=species:S:1:pos:R:3:forces:R:3:mulliken_charge:R:1
C 1.285485 2.661420 4.468827 -0.5695 0.1324 0.7970 -1.026
C 0.019196 1.652951 4.728433 0.4229 0.4078 2.1501 -0.234
N 0.005998 0.409255 3.858031 -1.3162 1.7257 -0.7539 -0.094
C -1.278176 0.278015 3.057041 0.8666 -1.4161 -1.5129 -0.489
C -2.218291 -0.971218 3.651692 1.5905 1.4321 1.1292 -0.360
B -2.568955 -0.822743 5.249921 -0.1106 0.1993 2.6878 0.605
C -1.906099 -1.973918 6.275033 0.1930 0.4542 -0.8933 -0.911
O -3.445945 0.211819 5.832546 2.9513 -1.2656 -1.0893 -0.642
N -3.491992 -0.945517 2.836034 0.6840 -0.9850 -0.4517 0.013
C -3.188386 -1.716910 1.534452 -1.0552 -0.3389 -1.2485 -0.073
O -4.506745 -1.894099 0.839560 1.7144 -0.0425 2.6120 -0.371
C -2.182611 -0.765870 0.658495 1.5963 1.6794 0.4769 -0.711
N -1.770449 -1.324470 -0.684698 -2.1256 -4.7167 1.8882 -0.151
C -1.600555 -2.685512 -0.662216 -0.6353 1.1727 -0.4961 0.502
C -2.588548 -3.602977 -1.650951 1.4476 -0.0597 -0.4977 -0.789
C -0.552355 -3.529698 0.276942 -0.7958 -0.9925 0.4506 -0.777
C -0.853107 -0.230369 1.520973 -0.8324 0.5639 0.5705 0.404
C -0.119503 1.017457 0.682727 0.5322 -1.0991 -0.8399 -0.327
C 1.177008 0.352791 -0.103763 2.7804 -0.9848 -2.0799 0.422
C 2.411161 -0.389442 0.745043 0.0167 0.0832 -3.9763 -0.125
C 3.668781 -1.090418 -0.039578 -3.5581 2.0071 -1.8653 -0.764
C 3.727153 -1.065811 -1.694443 -2.1773 1.4067 1.9587 0.526
C 5.018434 -1.848145 -2.390446 -1.1583 -0.3852 0.6858 -0.860
C 2.542220 -0.296106 -2.540415 -0.1813 -0.2001 3.8061 -0.476
C 1.259505 0.419808 -1.762271 3.2946 -2.0891 2.0839 -0.452
H 1.035205 3.432850 3.623898 0.7521 -1.6808 1.4018 0.258
H 2.267417 2.043630 4.295783 -1.9100 1.2881 0.0939 0.279
H 1.443142 3.290255 5.460917 -0.3121 -1.3258 -2.1072 0.365
H 0.125254 1.259596 5.850736 -0.2497 0.9645 -2.2631 0.233
H -0.993277 2.261256 4.704981 1.9822 -1.2957 -0.2235 0.265
H 0.853246 0.476424 3.249140 -1.3512 -0.1952 0.3451 0.164
H -1.904643 1.267644 2.985393 1.0671 -1.7072 0.3289 0.107
H -1.563818 -1.933359 3.524473 -1.6507 1.6122 -0.1310 -0.035
H -0.757177 -2.057459 5.996179 -2.2349 0.0654 0.8074 0.281
H -2.392206 -3.016820 5.986336 0.9532 2.0205 0.8000 0.263
H -2.079739 -1.696939 7.398868 0.4423 -0.8400 -2.1413 0.252
H -3.004370 0.562919 6.661116 -1.0693 -0.8795 -1.1052 0.323
H -3.674216 0.052408 2.579614 -0.3575 -0.9174 0.3923 0.415
H -4.293112 -1.392104 3.376086 1.0627 0.9990 -1.0169 0.539
H -2.740598 -2.741225 1.878512 -0.8530 1.9257 -0.8115 0.081
H -5.126947 -2.253458 1.550155 1.0020 0.3809 -1.6132 0.377
H -2.795330 0.231868 0.423485 0.9915 -2.1780 0.4172 0.344
H -3.364593 -2.901831 -2.175404 1.5349 -1.4190 1.0949 0.044
H -3.109126 -4.465892 -1.010878 1.1601 2.1452 -1.1091 0.285
H -1.947656 -4.188977 -2.469613 -1.3636 1.3159 1.7160 0.372
H -0.631076 -3.251556 1.435345 0.4840 -0.3456 -2.5970 0.141
H -0.797817 -4.696443 0.235180 0.3641 2.5851 -0.0703 0.340
H 0.547139 -3.429957 -0.138723 -2.2778 0.2521 0.9279 0.226
H -0.121601 -1.135784 1.643979 -1.2659 1.8451 -0.2271 0.089
H -0.838886 1.457569 -0.152583 1.4330 -1.0258 1.8317 0.350
H 0.177665 1.909346 1.398363 -0.4379 -1.9753 -1.3729 0.180
H 2.356379 -0.404914 1.932950 0.2193 -0.0290 -2.8455 0.099
H 4.500726 -1.621207 0.599768 -1.8052 1.1959 -1.5578 0.211
H 5.760372 -1.103191 -2.916941 -1.5682 -1.5412 1.0909 0.166
H 4.583398 -2.662437 -3.137574 1.0335 1.9338 1.3902 0.319
H 5.562951 -2.469760 -1.528803 -1.1001 1.6167 -1.9351 0.287
H 2.591419 -0.256440 -3.731745 -0.0944 -0.1237 2.9861 0.294
H 0.446112 0.956744 -2.439993 1.8301 -1.2874 1.8393 0.232
C -7.991825 0.169805 -3.403510 -0.0122 0.2288 -0.0704 -0.713
O -6.935481 0.941717 -2.841230 0.1224 -0.5870 0.1760 -0.400
C -6.133149 0.177723 -1.932771 0.2406 0.5755 -0.5340 -0.560
C -4.810321 -0.242980 -2.579106 -0.5166 -0.4834 0.0883 0.586
O -5.026882 -1.189922 -3.630408 0.0234 0.4641 0.0860 -0.405
C -4.936019 -0.593666 -4.920169 -0.0443 -0.1832 -0.0278 -0.787
H -8.428743 0.738197 -4.229247 0.1145 0.0079 0.1789 0.248
H -7.633738 -0.786926 -3.792110 0.0150 0.0143 0.0531 0.315
H -8.765517 -0.002481 -2.649630 -0.0544 -0.1019 -0.0356 0.321
H -6.684157 -0.691834 -1.559147 0.0679 -0.0326 -0.1097 0.336
H -5.915094 0.829331 -1.079967 0.0340 -0.0134 0.0345 0.294
H -4.195667 -0.741062 -1.826582 0.0913 0.0251 0.0915 -0.512
H -4.254976 0.628187 -2.945074 -0.1412 -0.0172 0.0013 0.338
H -3.890118 -0.372677 -5.150680 0.0004 0.0966 -0.0804 0.325
H -5.531213 0.321518 -4.986356 0.0548 -0.0382 0.0454 0.341
H -5.313789 -1.308532 -5.655701 0.0680 0.0164 0.1786 0.260
C 6.235984 1.997841 -1.135975 0.1659 -0.1393 0.0429 -0.445
O 7.272268 1.610909 -2.032786 -0.3694 0.3249 -0.1813 -0.365
C 7.014178 2.042623 -3.374328 0.6944 -0.0538 0.2249 -0.385
C 7.849651 3.275115 -3.731482 -0.6418 0.1431 0.1431 -0.706
O 7.430223 4.419181 -2.980465 0.3133 -0.4063 0.1452 -0.373
C 8.310463 4.706298 -1.898798 -0.1682 0.0978 -0.0768 -0.720
H 6.586186 1.826581 -0.114292 0.0415 -0.0504 -0.1706 0.276
H 5.980173 3.055106 -1.242388 0.0073 -0.0212 -0.0502 0.338
H 5.348362 1.382416 -1.309163 -0.1257 0.0733 0.0454 0.053
H 5.946319 2.231840 -3.526673 0.0612 0.1097 0.0550 0.334
H 7.306724 1.217883 -4.032839 0.0012 0.0472 -0.0370 0.389
H 7.690372 3.512829 -4.785189 0.0031 -0.0293 -0.0760 0.396
H 8.918969 3.082625 -3.587333 -0.1254 -0.0626 0.0755 0.350
H 9.241142 5.131644 -2.284538 0.0877 -0.0269 0.0943 0.331
H 8.528980 3.813392 -1.306204 0.0121 0.0166 -0.0607 0.314
H 7.829233 5.444269 -1.251829 -0.0063 -0.0630 -0.1771 0.241
```
Positions in Å, forces in eV/Å.

Output
Net charge: +1
Highest occupied orbital energy in eV: -10.32
Gap between HOMO and LUMO in eV: 7.032


Entry 3:
C15H29ClEuNO2P2 as an isolated structure at a distorted geometry, computed with ωB97M-V/def2-TZVPD.

```
51
Properties=species:S:1:pos:R:3:forces:R:3:lowdin_spin:R:1
C 0.480364 -0.052316 -5.151653 0.2103 0.1480 -0.2308 0.000
C 0.046379 0.253042 -3.758650 2.0396 -0.0488 1.3853 0.000
H 1.549769 0.151417 -5.228784 -0.1219 -0.1087 -0.0598 0.000
H -0.084153 0.555110 -5.870683 0.1695 -0.2369 0.1859 0.000
H 0.290960 -1.113536 -5.371164 -0.0120 0.2791 0.0815 0.000
O 0.771831 0.339544 -2.778903 -1.5232 -0.1669 -1.5243 0.000
Cl -1.667472 0.471217 -3.625650 -0.8028 0.0783 0.3735 0.000
Eu -0.699510 -0.017767 1.256014 -0.2324 -0.2110 -0.4481 5.035
P 0.020553 2.671158 0.318455 -0.2181 1.5319 -0.2510 -0.006
C 1.546848 3.587679 0.729208 0.1878 -0.2937 0.1610 -0.001
C -0.348387 3.350871 -1.340038 -0.0822 -0.3281 -0.1568 -0.001
H -0.350070 4.450666 -1.311412 0.0135 -0.3545 0.0097 0.000
H -1.139355 4.671478 1.125845 -0.0943 -0.3177 0.1273 0.000
H -1.328206 2.983143 -1.673810 0.2422 0.1783 -0.0060 0.000
H -2.227163 3.242670 1.106532 0.2425 0.2218 0.0706 0.000
H 2.324645 3.330660 -0.002279 -0.1249 0.1315 0.2253 0.000
H 0.411166 2.989829 -2.045777 -0.2124 0.1453 0.1304 0.000
C -1.208947 3.594706 1.339171 -0.0872 -0.2227 0.1200 0.002
H 1.358602 4.671270 0.710867 0.0754 -0.3585 -0.0172 0.000
H -1.019284 3.420614 2.410432 -0.0759 0.1629 -0.2755 0.000
H 1.888876 3.286801 1.729121 0.0417 0.2242 -0.2350 0.000
P 0.319199 -2.546005 0.146115 -0.1841 -1.4730 -0.1713 -0.009
C 1.730970 -3.625773 0.597260 0.2760 0.3189 0.1535 -0.002
C -1.053031 -3.409906 1.043416 -0.0502 0.1417 0.0608 0.001
H -0.891332 -2.620626 -1.957925 0.1812 -0.1886 0.0065 0.000
H -0.130733 -4.209591 -1.599304 0.0461 0.3523 0.0705 0.000
H 0.854938 -2.834612 -2.200505 -0.2067 -0.0885 0.1376 0.000
C 0.005446 -3.118374 -1.564905 -0.0607 0.3335 -0.2224 -0.002
H -2.029273 -3.025179 0.705210 0.1997 -0.1995 0.0763 0.000
H -1.007089 -4.490284 0.842080 -0.1017 0.3145 0.0916 0.000
H 1.549850 -4.662576 0.273184 -0.0093 0.3890 0.1135 0.000
H 1.892092 -3.604556 1.685058 0.0126 -0.0544 -0.3173 0.000
H -0.984442 -3.239955 2.130448 -0.0083 -0.1309 -0.3198 0.000
H 2.636231 -3.244948 0.103263 -0.1801 -0.1962 0.1692 0.000
C 1.897039 0.234839 0.858621 4.3343 0.6315 -0.3761 -0.008
O 3.019656 0.416813 0.669414 -3.7882 -0.6466 0.4934 -0.001
C 0.325749 -1.112914 4.416374 0.2723 -0.1639 -0.0031 0.050
C -1.131125 -0.853179 4.451135 -1.2227 0.2244 -1.0314 0.290
C -1.972142 -0.806322 5.587121 -2.0789 0.5323 0.1240 0.116
C -3.274700 -0.487027 5.123626 1.6341 -0.4831 1.3713 0.124
C -3.181362 -0.363487 3.714655 1.4627 -0.2915 -0.1915 0.291
C -4.241712 -0.021841 2.743282 -0.1590 -0.0867 -0.2282 0.050
N -1.880076 -0.603983 3.320497 0.1119 0.2496 0.0951 0.007
H 0.678411 -1.493173 3.438555 -0.1721 0.1115 0.2996 0.002
H 0.569771 -1.871368 5.175157 0.0921 0.2565 -0.2502 0.008
H 0.898656 -0.202413 4.664506 -0.1653 -0.2680 0.0000 0.020
H -1.623743 -0.973610 6.599919 -0.2925 0.0375 -0.0989 0.002
H -4.188851 -0.353804 5.695126 0.3208 -0.0897 -0.0106 0.002
H -5.160789 -0.578636 2.975019 0.1889 0.2168 -0.0834 0.010
H -4.487167 1.052271 2.782687 0.0361 -0.2904 0.0548 0.019
H -3.940085 -0.277339 1.713969 -0.1242 0.0872 0.3204 0.001
```
Positions in Å, forces in eV/Å.

Output
Net charge: +2
2S+1: 7
Highest occupied orbital energy (spin up / spin down) in eV: -14.61 / -13.23
Gap between HOMO and LUMO (spin up / spin down) in eV: 8.232 / 5.234